(1)
Entry from the Open Molecules 2025 dataset: C34H32BrClGeN6V as an isolated structure at a distorted geometry (wB97M-V/def2-TZVPD).

Output
- ΔE to the lowest compared entry with this formula, charge and spin: 29.9 kcal per mole
- Strongest force on any atom: 2.3 eV/A
- ⟨S²⟩: 1.013
- Kohn-Sham gap (alpha / beta): 6.45 / 7.33 eV

Geometry as ORCA input:
```
! RIJCOSX wB97M-V def2-TZVPD def2/J DEFGRID3
* xyz 2 2
V 0.116 0.347 0.639
C 1.856 2.916 1.891
N 1.304 2.708 0.555
C 0.305 3.687 0.155
C -1.081 3.135 0.195
N -1.416 1.865 0.296
C -2.793 1.817 0.080
C -3.713 0.776 -0.028
C -5.028 1.085 -0.300
C -5.467 2.397 -0.468
C -4.580 3.449 -0.386
C -3.256 3.136 -0.124
N -2.140 3.935 -0.039
C 1.423 1.832 2.816
N 0.878 0.693 2.427
C 0.768 -0.093 3.565
C 0.350 -1.409 3.759
C 0.386 -1.910 5.045
C 0.808 -1.137 6.129
C 1.245 0.160 5.958
C 1.240 0.656 4.664
N 1.649 1.863 4.143
H 2.954 2.900 1.858
H 1.559 3.889 2.305
H 2.067 2.735 -0.115
H 0.353 4.597 0.772
H 0.492 3.992 -0.882
H -3.434 -0.257 0.073
H -5.737 0.278 -0.385
H -6.509 2.585 -0.664
H -4.896 4.469 -0.524
H -2.124 4.937 -0.153
H 0.017 -2.023 2.936
H 0.077 -2.928 5.222
H 0.798 -1.566 7.116
H 1.583 0.760 6.786
H 2.088 2.609 4.657
C 1.314 -5.188 0.596
C 1.920 -3.828 0.544
C 3.295 -3.629 0.449
C 3.784 -2.338 0.373
C 2.874 -1.295 0.395
Br 3.531 0.460 0.162
N 1.560 -1.439 0.521
C 1.112 -2.695 0.582
H 2.082 -5.955 0.549
H 0.627 -5.325 -0.238
H 0.743 -5.323 1.514
H 3.972 -4.467 0.423
H 4.842 -2.137 0.298
H 0.038 -2.812 0.651
Cl -1.413 -1.039 0.993
Ge 0.542 0.512 -1.813
C 1.513 -1.042 -2.558
C 0.970 -2.321 -2.517
C 1.602 -3.362 -3.171
C 2.784 -3.130 -3.858
C 3.332 -1.857 -3.898
C 2.709 -0.816 -3.231
C -1.251 0.774 -2.604
C -1.531 1.982 -3.231
C -2.721 2.143 -3.918
C -3.646 1.110 -3.950
C -3.378 -0.087 -3.306
C -2.189 -0.249 -2.618
H 1.359 1.730 -2.339
H 0.040 -2.496 -1.988
H 1.170 -4.352 -3.155
H 3.281 -3.944 -4.365
H 4.242 -1.672 -4.448
H 3.136 0.180 -3.254
H -0.799 2.782 -3.214
H -2.923 3.069 -4.433
H -4.580 1.242 -4.474
H -4.095 -0.894 -3.337
H -1.984 -1.178 -2.102
*
```

=====

(2)
Entry from the Open Molecules 2025 dataset: a 8-piece molecular cluster, C34H32F2N6O14 overall at a distorted geometry (wB97M-V/def2-TZVPD).

Output
- Strongest force on any atom: 4.3 eV/A
- Kohn-Sham gap: 8.57 eV
- SMILES: O=[N+]([O-])c1ccccc1.O=[N+]([O-])c1ccccc1.O=[N+]([O-])c1ccccc1.O=[N+]([O-])c1ccccc1.O=C1OC[C@@H](F)O1.O=C1OC[C@@H](F)O1.CC#N.CC#N

Geometry as ORCA input:
```
! RIJCOSX wB97M-V def2-TZVPD def2/J DEFGRID3
* xyz 0 1
C 13.961 13.827 12.071
C 12.623 14.306 12.519
N 11.596 14.704 12.881
H 14.164 14.315 11.084
H 13.884 12.740 12.009
H 14.718 14.058 12.828
C 21.872 7.941 13.312
C 22.654 8.040 14.559
N 23.284 8.107 15.525
H 22.506 7.627 12.510
H 21.452 8.924 13.132
H 21.105 7.189 13.435
C 18.921 14.137 9.540
C 19.322 14.027 10.963
O 20.162 15.049 11.197
C 20.603 15.603 10.016
O 21.424 16.423 9.898
O 19.917 15.075 8.993
F 20.002 12.795 11.211
H 17.866 14.409 9.366
H 19.091 13.268 8.921
H 18.525 14.031 11.709
C 16.171 10.783 15.696
C 16.681 11.607 16.858
O 15.768 12.662 16.976
C 14.965 12.783 15.833
O 14.178 13.579 15.536
O 15.298 11.736 15.012
F 17.961 12.128 16.695
H 15.601 9.914 16.042
H 16.906 10.406 15.017
H 16.675 11.132 17.824
C 11.975 10.554 15.283
C 11.537 11.612 14.522
C 11.080 11.385 13.231
C 11.191 10.141 12.658
C 11.623 9.059 13.489
C 11.932 9.224 14.848
N 10.729 9.929 11.305
O 10.615 8.771 10.931
O 10.462 10.843 10.609
H 12.301 10.802 16.282
H 11.532 12.626 14.946
H 10.676 12.193 12.633
H 11.651 8.086 13.042
H 12.138 8.397 15.532
C 11.975 13.424 8.676
C 12.302 14.766 8.736
C 13.566 15.171 8.317
C 14.546 14.239 7.937
C 14.216 12.851 7.916
C 12.872 12.472 8.221
N 15.943 14.660 7.727
O 16.705 13.820 7.233
O 16.266 15.805 8.041
H 11.057 13.001 8.940
H 11.584 15.508 9.062
H 13.819 16.208 8.399
H 14.901 12.104 7.580
H 12.600 11.408 8.220
C 16.560 7.496 13.758
C 15.329 8.042 13.413
C 15.321 9.065 12.459
C 16.478 9.502 11.823
C 17.695 8.922 12.164
C 17.718 7.866 13.136
N 16.466 10.602 10.893
O 17.560 10.922 10.411
O 15.411 11.192 10.604
H 16.611 6.742 14.510
H 14.391 7.705 13.842
H 14.388 9.542 12.116
H 18.622 9.250 11.724
H 18.660 7.454 13.454
C 15.648 3.244 11.581
C 16.319 3.064 12.766
C 15.854 3.715 13.904
C 14.705 4.525 13.867
C 14.004 4.681 12.652
C 14.517 4.046 11.518
N 14.233 5.244 15.040
O 13.174 5.872 14.959
O 14.927 5.229 16.023
H 15.971 2.660 10.735
H 17.211 2.470 12.820
H 16.392 3.615 14.848
H 13.111 5.294 12.561
H 14.042 4.192 10.566
*
```

=====

(3)
Entry from the Open Molecules 2025 dataset: C34H32F3N3O5W as an isolated structure at a distorted geometry (wB97M-V/def2-TZVPD).

Output
- ΔE to the lowest compared entry with this formula, charge and spin: 15.5 kcal per mole
- Strongest force on any atom: 1.5 eV/A
- Kohn-Sham gap (alpha / beta): 6.03 / 6.03 eV

Geometry as ORCA input:
```
! RIJCOSX wB97M-V def2-TZVPD def2/J DEFGRID3
* xyz 0 1
W 0.362 -0.044 0.369
O 6.631 0.813 2.462
C 5.460 0.188 2.750
O 5.275 -0.312 3.813
C 4.469 0.174 1.639
C 4.724 -0.167 0.328
N 3.547 -0.201 -0.321
N 2.546 0.095 0.507
C 3.069 0.332 1.701
C 2.048 0.704 2.750
O 2.369 1.035 3.858
O 0.820 0.638 2.280
H 6.545 1.323 1.648
H 5.646 -0.409 -0.175
H 3.333 -0.470 -1.270
F -0.528 8.928 -1.250
C 0.514 8.366 -0.601
F 1.627 8.861 -1.180
F 0.487 8.830 0.659
C 0.468 6.871 -0.667
C 0.411 6.101 0.483
C 0.369 4.720 0.390
C 0.388 4.091 -0.858
C 0.449 4.883 -2.014
C 0.486 6.258 -1.917
C 0.339 2.672 -0.950
C 0.347 1.445 -1.036
H 0.401 6.578 1.453
H 0.334 4.119 1.289
H 0.464 4.403 -2.983
H 0.530 6.864 -2.813
C -1.012 -2.902 2.233
C 0.179 -3.715 1.720
C 1.523 -3.167 2.201
C 0.142 -3.965 0.222
C -0.003 -5.278 -0.212
C -0.045 -5.596 -1.558
C 0.062 -4.589 -2.498
C 0.206 -3.256 -2.128
C 0.301 -2.220 -3.233
C -0.904 -1.276 -3.259
C 1.625 -1.450 -3.255
C 0.240 -2.946 -0.753
N 0.329 -1.617 -0.355
H -0.950 -2.785 3.316
H -1.951 -3.406 1.997
H -1.058 -1.905 1.794
H 0.080 -4.707 2.171
H 1.764 -2.209 1.742
H 2.331 -3.860 1.957
H 1.513 -3.025 3.283
H -0.085 -6.063 0.530
H -0.158 -6.626 -1.872
H 0.033 -4.836 -3.553
H 0.270 -2.799 -4.161
H -0.931 -0.632 -2.381
H -1.836 -1.844 -3.304
H -0.859 -0.632 -4.140
H 1.694 -0.782 -2.397
H 1.679 -0.827 -4.150
H 2.474 -2.138 -3.268
C -3.032 1.925 1.683
C -2.720 0.612 1.036
O -1.550 0.320 0.751
C -3.779 -0.378 0.721
C -5.119 -0.124 1.002
C -6.085 -1.067 0.691
C -5.714 -2.267 0.098
C -4.378 -2.524 -0.184
C -3.410 -1.585 0.125
H -2.105 2.472 1.842
H -3.517 1.767 2.648
H -3.708 2.514 1.063
H -5.414 0.810 1.464
H -7.125 -0.866 0.910
H -6.468 -3.004 -0.145
H -4.089 -3.460 -0.644
H -2.368 -1.783 -0.093
*
```

=====

Which value of strongest force on any atom does entry 1 give? 2.3 eV/A

=====

Among the records above, which one has the lowest strongest force on any atom? C34H32F3N3O5W